ORCA calculation (ωB97M-V with the def2-TZVPD basis set) on 8 unconnected molecules or ions with the total composition C38H68BCl14NO6S.

Results
- 2S+1 = 1
- orbital gap (eV) = 8.566
- net charge = 0

Last column: Löwdin charge in e.
Cartesian coordinates (Å):
Cl  -10.458  -2.429  0.196  0.539
Cl  12.151  -0.777  2.682  0.659
Cl  -7.427  -0.695  7.213  0.538
Cl  -5.390  8.150  1.814  0.537
Cl  3.802  -3.921  -0.390  0.574
Cl  -10.881  0.958  0.105  0.534
Cl  10.257  -4.925  2.380  0.535
Cl  11.024  -3.882  -0.778  0.567
Cl  -1.735  3.492  3.457  0.593
Cl  -2.179  0.481  5.017  0.613
Cl  -2.340  6.843  1.016  0.534
Cl  -6.233  -1.471  4.110  0.553
Cl  3.670  -6.554  -2.555  0.537
Cl  11.474  1.714  0.452  0.544
S  -1.652  -0.459  -3.158  0.804
O  -1.168  0.888  -4.021  -0.252
O  7.575  -2.434  -0.813  -0.259
O  -0.482  -0.894  -2.282  -0.324
O  -2.015  -1.646  -4.003  -0.331
O  -6.104  -0.717  -0.837  0.007
O  -3.585  3.289  0.236  0.022
N  -4.324  0.981  0.922  -0.139
C  -8.285  -3.503  -3.512  -0.053
C  -4.787  7.756  0.185  -0.664
C  -6.240  -3.249  -5.266  -0.060
C  -9.467  -1.201  1.026  -0.664
C  -1.525  2.262  -1.867  -0.213
C  7.429  -3.892  -0.811  -0.131
C  -2.415  1.171  -1.038  -0.133
C  -7.655  -3.782  -4.917  -0.063
C  6.574  0.813  -1.785  -0.212
C  10.856  -2.865  0.675  -0.691
C  -1.729  2.120  -3.479  -0.177
C  5.291  1.341  -2.598  -0.207
C  10.462  1.203  1.825  -0.657
C  -7.445  -2.701  -2.490  -0.002
C  3.182  1.904  -1.003  -0.194
C  1.078  2.566  -2.565  -0.191
C  11.291  0.749  3.010  -0.616
C  -5.584  1.775  1.089  -0.118
C  -5.447  -2.435  -4.205  -0.007
C  -3.751  -1.163  -1.403  -0.079
C  -6.014  -2.142  -2.800  -0.088
C  6.574  -1.797  -1.658  -0.229
C  7.180  -0.519  -2.454  -0.149
C  0.026  2.173  -1.421  -0.162
C  2.534  3.006  -1.973  -0.210
C  -6.007  -1.701  6.832  -0.664
C  11.328  -3.573  1.929  -0.719
C  -3.713  0.821  2.277  -0.168
C  3.113  -6.529  -0.864  -0.666
C  -3.071  0.129  -2.068  -0.251
C  -5.279  -1.219  5.594  -0.686
C  3.917  0.816  -1.954  -0.202
C  -1.459  3.127  5.178  -0.634
C  -3.888  6.536  0.187  -0.674
C  -10.288  -0.011  1.477  -0.663
C  -5.321  -1.302  -1.655  -0.262
C  -0.946  1.716  5.389  -0.630
C  2.546  -5.182  -0.467  -0.654
B  -3.447  1.837  0.023  -0.421
H  -0.667  1.577  6.436  0.074
H  -6.342  -2.734  6.725  0.070
H  -11.151  -0.320  2.071  0.068
H  -4.349  -1.778  5.470  0.064
H  -3.892  0.655  -2.680  0.156
H  -9.018  -1.691  1.893  0.066
H  -2.842  2.249  -3.771  0.137
H  11.458  -1.972  0.505  0.024
H  -3.624  1.807  2.843  0.026
H  -6.471  1.115  1.436  0.094
H  -2.740  0.234  2.176  0.085
H  -8.265  -4.352  -5.697  0.086
H  12.339  -3.967  1.812  0.072
H  -1.188  2.978  -4.031  0.134
H  4.056  -0.123  -1.310  0.096
H  -1.849  3.350  -1.638  0.143
H  11.330  -2.877  2.772  -0.022
H  2.341  -7.297  -0.774  0.072
H  -0.721  3.847  5.539  0.075
H  2.101  -5.245  0.528  0.071
H  8.297  -4.300  -1.458  0.069
H  6.836  -0.621  -3.537  0.102
H  1.775  -4.849  -1.164  0.072
H  0.154  2.950  -0.573  0.127
H  9.810  -2.560  0.755  0.059
H  3.952  -6.816  -0.227  0.069
H  -4.429  -2.035  -4.516  0.077
H  -8.663  -0.902  0.351  0.049
H  3.209  3.103  -2.908  0.104
H  1.290  1.601  -3.162  0.110
H  -4.440  0.150  2.886  0.050
H  -9.340  -3.847  -3.213  0.094
H  -2.701  3.529  0.623  0.087
H  5.713  -1.481  -0.962  0.094
H  -0.068  1.513  4.774  0.073
H  0.333  1.164  -0.989  0.100
H  6.401  -4.257  -1.187  0.046
H  5.337  0.918  -3.675  0.108
H  -5.663  7.568  -0.440  0.073
H  9.853  2.064  2.108  0.074
H  -7.901  -2.475  -1.466  0.070
H  -5.491  2.613  1.868  0.096
H  6.127  -2.513  -2.435  0.120
H  8.328  -0.553  -2.420  0.118
H  12.030  1.500  3.294  0.071
H  9.792  0.414  1.478  0.067
H  7.423  1.597  -1.772  0.105
H  -5.341  -1.648  7.697  0.073
H  -3.645  6.253  -0.839  0.073
H  3.228  0.533  -2.836  0.111
H  6.268  0.603  -0.689  0.113
H  2.444  1.419  -0.282  0.099
H  0.757  3.424  -3.245  0.109
H  -5.788  -3.452  -6.287  0.087
H  -2.393  3.299  5.715  0.075
H  -4.272  8.634  -0.208  0.068
H  7.603  -4.270  0.264  0.089
H  -5.950  2.252  0.100  0.108
H  2.452  4.052  -1.524  0.106
H  5.327  2.488  -2.735  0.108
H  -1.644  0.570  -0.415  0.151
H  10.642  0.567  3.869  0.077
H  -5.032  -0.158  5.661  0.046
H  -9.674  0.652  2.090  0.070
H  -4.367  5.684  0.670  0.055
H  3.994  2.446  -0.380  0.115
H  -3.262  -2.128  -1.816  0.130
H  -3.522  -1.175  -0.278  0.135

Force components x, y, z for each atom (eV/Å):
0.0 0.0 -0.1
0.3 0.8 0.3
0.0 0.0 0.0
0.0 0.0 0.0
0.0 0.0 0.0
0.0 0.0 0.0
0.0 -0.1 0.0
0.0 -0.1 0.0
0.1 0.2 0.0
0.1 0.0 0.1
0.1 -0.1 0.0
-0.1 0.0 0.0
0.1 0.0 0.0
0.0 -0.1 0.0
3.2 -4.2 0.7
-1.5 -1.2 1.2
-1.3 -0.8 -1.0
-3.3 2.3 -1.8
-0.2 3.9 1.0
2.7 -2.2 -2.9
2.0 -2.1 -0.1
0.3 2.3 -0.4
3.9 1.6 -0.7
0.1 0.0 -0.2
-1.9 0.6 3.7
0.2 0.2 0.1
0.3 0.1 -0.6
0.9 -0.5 0.2
1.1 0.2 -0.5
1.6 1.9 2.3
0.6 0.4 -0.5
0.0 0.1 0.1
-0.3 1.7 0.7
0.1 -0.4 -0.2
-0.2 0.0 0.1
0.8 -0.4 -2.6
1.0 0.7 -1.0
1.3 -0.7 0.5
-0.1 0.3 0.1
-1.8 0.1 0.1
-2.5 -1.1 0.5
0.7 -1.5 -0.3
-1.9 -2.1 -2.5
-0.2 0.3 -0.4
-0.8 -0.6 1.1
0.4 1.2 0.0
-0.8 -0.3 -0.6
0.2 -0.1 0.0
0.1 0.0 0.0
-0.7 -1.3 0.3
-0.1 -0.1 0.2
-1.0 0.4 0.6
0.2 0.0 0.2
-0.6 0.2 0.2
0.1 -0.1 0.3
-0.3 0.0 -0.1
0.1 -0.1 0.2
-2.6 1.6 2.0
0.2 0.1 0.1
-0.2 -0.1 0.0
-1.1 0.3 1.3
-0.1 0.1 -0.1
0.0 0.2 -0.1
0.1 0.0 -0.2
-0.1 0.0 0.0
1.6 -0.8 0.5
-0.1 0.1 0.0
1.7 -0.5 0.5
0.0 -0.2 0.0
0.2 -1.3 -0.8
1.6 0.7 -0.5
-1.1 1.1 0.3
1.1 0.9 1.3
-0.2 0.0 -0.1
-0.7 -1.6 1.0
0.1 1.2 -1.2
0.2 -1.8 -0.4
-0.2 -0.5 -0.3
0.0 0.1 0.0
0.0 -0.1 -0.1
0.1 -0.1 -0.1
-1.6 0.4 0.9
0.6 0.3 1.4
0.2 0.0 0.0
-0.2 -1.2 -1.1
0.1 -0.1 -0.1
-0.1 0.1 -0.1
-1.4 -0.6 0.6
-0.1 0.0 0.0
-0.9 -0.1 1.6
-0.6 1.7 0.6
1.2 1.1 -0.9
1.9 0.5 -0.7
-1.0 0.2 -0.7
1.2 -0.3 -1.1
-0.2 0.0 0.0
-0.7 1.2 -0.8
1.7 0.7 0.6
0.1 0.7 1.7
0.1 -0.1 0.1
0.1 -0.1 0.0
0.8 -0.4 -1.7
0.0 -1.0 -1.1
0.8 0.7 1.2
-1.7 0.0 0.0
-0.1 -0.1 -0.1
0.2 0.0 0.0
-1.5 -1.0 0.0
0.0 0.1 -0.1
0.0 0.1 0.1
0.8 0.4 1.6
0.6 0.4 -1.7
0.9 0.7 -1.1
0.2 -1.3 0.9
-0.7 0.4 1.6
0.1 -0.1 -0.1
0.0 -0.1 0.1
-0.3 0.6 -1.6
0.8 -0.8 1.5
0.1 -1.4 -0.3
-0.3 -1.8 0.5
-1.3 0.7 -0.9
0.0 0.0 -0.1
-0.1 -0.1 0.0
0.0 -0.1 -0.1
0.1 0.1 0.0
-1.2 -1.0 -0.8
-0.7 1.6 0.4
-0.8 0.3 -1.7